P) {"formula": "C6H16NS", "method": "ωB97M-V/def2-TZVPD", "symbols": ["C", "C", "N", "C", "C", "C", "C", "S", "H", "H", "H", "H", "H", "H", "H", "H", "H", "H", "H", "H", "H", "H", "H", "H"], "positions_angstrom": [[-0.38, -0.91, -1.91], [-0.30, 0.33, -0.98], [-1.69, 0.78, -0.79], [0.45, 0.19, 0.41], [-0.27, -0.79, 1.35], [1.79, -0.45, 0.08], [0.89, 1.45, 1.25], [-0.68, 2.40, 1.50], [-1.00, -0.68, -2.82], [-0.98, -1.66, -1.44], [0.52, -1.30, -2.16], [0.29, 1.03, -1.60], [-2.06, 1.26, -1.61], [-1.60, 1.37, 0.06], [-2.32, -0.10, -0.75], [-1.31, -0.44, 1.65], [0.39, -0.84, 2.24], [-0.32, -1.89, 0.88], [2.32, -0.50, 0.98], [2.45, 0.22, -0.58], [1.70, -1.43, -0.27], [1.40, 1.36, 2.20], [1.60, 2.02, 0.49], [-1.20, 1.51, 2.33]], "homo_lumo_gap_ev": 10.41, "smiles": "C[C@@H]([NH3+])C(C)(C)CS", "homo_ev": -13.53, "total_charge": 1}



Q) {"formula": "C6H16NS", "method": "ωB97M-V/def2-TZVPD", "symbols": ["C", "C", "C", "C", "C", "C", "N", "S", "H", "H", "H", "H", "H", "H", "H", "H", "H", "H", "H", "H", "H", "H", "H", "H"], "positions_angstrom": [[-0.76, -2.22, -1.27], [1.19, 0.40, -1.20], [1.12, 1.44, 1.57], [-1.12, 0.67, 2.06], [-0.35, -1.30, -0.10], [-0.13, 0.10, -0.58], [-0.23, 1.20, 1.05], [-1.53, 0.77, -1.43], [-1.75, -1.95, -1.63], [-0.79, -3.25, -0.93], [-0.05, -2.15, -2.10], [1.23, -0.15, -2.14], [2.02, 0.04, -0.59], [1.34, 1.45, -1.43], [1.74, 1.93, 0.83], [1.09, 2.07, 2.46], [1.57, 0.49, 1.85], [-2.11, 0.49, 1.64], [-0.71, -0.24, 2.48], [-1.23, 1.39, 2.88], [0.57, -1.68, 0.36], [-1.16, -1.35, 0.62], [-0.62, 2.07, 0.67], [-0.87, 1.71, -2.12]], "homo_lumo_gap_ev": 10.65, "homo_ev": -13.87, "total_charge": 1}



The structure with the least stability is P).



P) {"formula": "C8H7N3O", "method": "ωB97M-V/def2-TZVPD", "symbols": ["H", "N", "C", "C", "C", "N", "C", "C", "C", "C", "O", "C", "N", "H", "H", "H", "H", "H", "H"], "positions_angstrom": [[-1.15, 2.56, -0.94], [-0.79, 1.70, -1.44], [-0.60, 0.65, -0.78], [-0.13, -0.57, -1.39], [-0.64, -0.96, -2.72], [-0.87, -1.42, -3.77], [0.73, -1.43, -0.73], [1.30, -1.15, 0.56], [0.97, 0.29, 1.00], [-0.46, 0.82, 0.85], [-0.53, 2.14, 1.15], [-1.32, -0.03, 1.59], [-2.10, -0.67, 2.16], [0.80, -2.41, -1.22], [1.02, -1.94, 1.28], [2.36, -1.44, 0.60], [1.36, 0.48, 2.02], [1.54, 0.98, 0.44], [-1.50, 2.40, 1.36]], "homo_lumo_gap_ev": 9.56, "smiles": "[H]/N=C1/C(C#N)=CCC[C@]1(O)C#N", "homo_ev": -9.96}



Q) {"formula": "C8H7N3O", "method": "ωB97M-V/def2-TZVPD", "symbols": ["C", "C", "C", "C", "C", "C", "C", "C", "H", "H", "H", "H", "H", "H", "H", "N", "N", "N", "O"], "positions_angstrom": [[-2.04, 0.82, 0.40], [-2.02, -1.24, -0.63], [0.28, -0.07, -0.01], [0.80, 1.15, -0.68], [2.23, 1.15, -0.61], [2.95, 0.11, 0.06], [2.31, -0.91, 0.57], [0.96, -1.06, 0.58], [-4.04, 0.87, 0.55], [-1.78, -2.07, -0.94], [0.13, 1.76, -1.28], [2.63, 2.26, -0.96], [3.95, 0.15, 0.10], [2.91, -2.16, 1.22], [0.29, -1.92, 1.25], [-3.32, 0.24, 0.08], [-3.18, -0.99, -0.33], [-1.19, -0.09, -0.23], [-1.86, 2.00, 0.85]], "homo_lumo_gap_ev": 9.58, "homo_ev": -9.07}



R) {"formula": "C8H7N3O", "method": "ωB97M-V/def2-TZVPD", "symbols": ["N", "C", "O", "N", "C", "C", "C", "C", "C", "C", "N", "C", "H", "H", "H", "H", "H", "H", "H"], "positions_angstrom": [[-2.38, -1.69, -0.17], [-2.52, -0.34, 0.01], [-3.57, 0.26, 0.12], [-1.27, 0.35, -0.06], [-1.21, 1.75, -0.09], [0.11, 2.19, -0.02], [0.87, 1.00, -0.02], [2.30, 0.75, -0.02], [2.69, -0.56, -0.02], [1.75, -1.61, 0.01], [0.46, -1.37, 0.12], [0.03, -0.12, -0.05], [-3.12, -2.29, 0.14], [-1.44, -1.97, -0.01], [-2.09, 2.36, -0.17], [0.47, 3.19, 0.25], [3.10, 1.53, 0.08], [3.73, -0.81, -0.09], [2.11, -2.62, -0.02]], "homo_lumo_gap_ev": 9.14, "smiles": "NC(=O)n1ccc2cccnc21", "homo_ev": -8.67}



The structure with the least stability is Q).



P) {"formula": "C5H10O3", "method": "ωB97M-V/def2-TZVPD", "symbols": ["O", "C", "C", "C", "C", "C", "O", "H", "H", "H", "H", "H", "H", "H", "H", "O", "H", "H"], "positions_angstrom": [[1.86, -2.08, 1.71], [1.00, -1.55, 1.05], [1.24, -0.43, 0.09], [0.11, -0.32, -0.95], [-1.26, 0.15, -0.38], [-2.14, -0.91, 0.19], [-2.69, -0.83, 1.26], [-0.05, -1.89, 1.19], [1.38, 0.51, 0.62], [2.17, -0.57, -0.44], [0.35, 0.34, -1.73], [0.10, -1.30, -1.46], [-1.03, 0.85, 0.39], [-1.70, 0.80, -1.14], [-2.27, -1.82, -0.43], [0.86, 2.71, -0.18], [1.28, 2.74, 0.69], [0.80, 3.62, -0.46]], "homo_lumo_gap_ev": 10.19, "smiles": "O=CCCCC=O.O", "homo_ev": -9.81}



Q) {"formula": "C5H10O3", "method": "ωB97M-V/def2-TZVPD", "symbols": ["C", "C", "C", "C", "C", "O", "O", "H", "H", "H", "H", "H", "H", "H", "H", "O", "H", "H"], "positions_angstrom": [[-0.04, -2.58, 0.79], [-0.16, -1.39, 0.21], [0.97, -0.36, 0.03], [0.80, 0.24, -1.37], [-0.36, 1.20, -1.44], [-1.43, 1.01, -1.96], [-0.06, 2.35, -0.77], [0.88, -3.02, 1.14], [-0.93, -3.11, 1.08], [-1.15, -1.00, 0.01], [1.89, -0.95, 0.07], [0.96, 0.43, 0.78], [0.61, -0.46, -2.18], [1.75, 0.73, -1.58], [-0.80, 2.94, -0.93], [0.09, -0.32, 3.44], [0.92, -0.74, 3.73], [-0.24, -0.80, 2.65]], "homo_lumo_gap_ev": 10.96, "smiles": "C=CCCC(=O)O.O", "homo_ev": -10.21}



R) {"formula": "C5H10O3", "method": "ωB97M-V/def2-TZVPD", "symbols": ["C", "C", "O", "O", "H", "H", "H", "H", "C", "C", "C", "O", "H", "H", "H", "H", "H", "H"], "positions_angstrom": [[0.24, 2.31, -0.29], [0.88, 0.46, 0.16], [1.53, 0.19, -1.01], [1.32, 0.58, 1.30], [2.09, 0.96, -1.21], [1.27, 2.62, -0.09], [-0.44, 2.68, 0.47], [-0.09, 2.46, -1.31], [-0.88, -1.07, 1.47], [-0.38, -1.68, -0.98], [-0.54, -0.59, 0.07], [-1.06, 0.55, -0.32], [0.46, -2.34, -0.73], [-1.29, -2.29, -0.99], [-0.09, -1.72, 1.85], [-1.81, -1.63, 1.43], [-0.99, -0.23, 2.14], [-0.23, -1.26, -1.96]], "homo_lumo_gap_ev": [8.00, 6.80], "homo_ev": [-8.80, -8.33]}



The structure with the least stability is R).